Entry 1:
Below is C2H3N4 as an isolated structure at a distorted geometry, with properties calculated with ωB97M-V with the def2-TZVPD basis set.

Geometry as XYZ:
```
9
Properties=species:S:1:pos:R:3:nbo_charge:R:1
C -2.4327 0.9710 0.0981 0.75
C -0.1164 -0.0548 -0.0663 -0.48
N -3.5262 -0.5263 -0.0630 0.16
N -2.2866 -1.0492 0.0740 0.07
N -3.6924 0.6836 -0.1032 -0.17
N -1.4750 0.0614 0.0980 -0.19
H 0.1806 0.7769 -0.7762 0.27
H 0.7340 -0.0480 0.6564 0.31
H -0.0486 -1.0183 -0.5879 0.28
```

- Calculated total energy: -296.44813 hartree
- Total charge: +1
- Kohn-Sham gap (alpha / beta): 7.492 / 7.533 eV
- LUMO (alpha / beta): -9.98 / -9.95 eV
- HOMO level (alpha / beta): -17.472 / -17.483 eV
- 2S+1: 1
- Energy above the lowest of the compared OMol25 structures with the same formula, charge and spin: 4.823 eV

---

Entry 2:
Below is one molecule with the formula C2H3N5O at a distorted geometry, with properties calculated with ωB97M-V with the def2-TZVPD basis set.

Geometry as XYZ:
```
11
Properties=species:S:1:pos:R:3:nbo_charge:R:1
H 0.0827 1.7193 -2.2377 0.36
N -0.1287 1.7113 -1.2042 -0.70
C -0.0345 0.5920 -0.6484 0.56
N 0.1229 -0.7455 -1.0215 -0.46
N 0.3618 -1.7920 -0.2010 0.07
N 0.4681 -1.7218 1.0232 -0.22
C -0.0377 -0.4535 1.6368 0.72
O -0.3143 -0.3248 2.8046 -0.55
N -0.1180 0.5536 0.7489 -0.64
H -0.0177 -0.9969 -2.0151 0.41
H -0.3847 1.4584 1.1143 0.43
```

- Calculated total energy: -426.98843 hartree
- Kohn-Sham gap: 10.006 eV
- LUMO: 0.01 eV
- HOMO level: -9.998 eV
- Structure (SMILES): [H]/N=c1\[nH]nnc(=O)[nH]1
- 2S+1: 1
- Energy above the lowest of the compared OMol25 structures with the same formula, charge and spin: 1.883 eV